Formula: C5H12O2
Source: the Open Molecules 2025 dataset
Level of theory: the ωB97M-V functional and the def2-TZVPD basis

Structure (ORCA input):
```
! RIJCOSX wB97M-V def2-TZVPD def2/J DEFGRID3
* xyz 0 1
C 2.218 -0.042 1.186
C 0.804 0.525 1.293
C 0.102 0.939 0.032
C -1.216 1.068 -0.053
O -2.039 0.526 0.922
H 2.235 -1.078 0.838
H 2.832 0.551 0.499
H 2.701 -0.005 2.170
H 0.163 -0.126 1.901
H 0.855 1.473 1.843
H 0.714 1.285 -0.798
H -1.678 1.695 -0.806
H -2.878 0.263 0.525
C -0.944 -1.153 -1.896
O 0.093 -1.337 -0.940
H -0.932 -2.053 -2.504
H -1.963 -1.023 -1.496
H -0.749 -0.279 -2.537
H -0.287 -1.394 -0.056
*
```

LUMO level   0.674 eV
Energy relative to the best compared isomer or geometry (same formula, charge and spin)   2.414 eV
HOMO energy   -8.295 eV
HOMO-LUMO gap   8.97 eV

=====

Formula: C5H12O2
Source: the Open Molecules 2025 dataset
Level of theory: the ωB97M-V functional and the def2-TZVPD basis

Structure (ORCA input):
```
! RIJCOSX wB97M-V def2-TZVPD def2/J DEFGRID3
* xyz 0 1
C -2.814 -1.518 -0.829
C -1.614 -1.343 0.170
C -0.428 -0.728 -0.565
C -0.151 0.717 -0.649
C 0.178 1.215 0.758
O 1.235 1.701 1.069
H -2.857 -2.477 -1.385
H -2.922 -0.678 -1.534
H -3.776 -1.377 -0.313
H -2.127 -0.671 0.919
H -1.393 -2.326 0.660
H 0.578 -1.158 -0.253
H -0.610 -1.157 -1.690
H 0.632 1.007 -1.391
H -1.088 1.385 -0.904
H -0.761 1.143 1.380
O 3.317 0.147 0.301
H 2.813 0.941 0.441
H 4.064 0.517 -0.192
*
```

LUMO level   0.866 eV
Energy relative to the best compared isomer or geometry (same formula, charge and spin)   1.847 eV
HOMO energy   -9.879 eV
HOMO-LUMO gap   10.75 eV

=====

Formula: C5H12O2
Source: the Open Molecules 2025 dataset
Level of theory: the ωB97M-V functional and the def2-TZVPD basis

Structure (ORCA input):
```
! RIJCOSX wB97M-V def2-TZVPD def2/J DEFGRID3
* xyz 0 1
C -0.897 0.090 2.636
C 0.061 -0.110 1.467
C -0.691 -0.359 0.154
O -1.478 0.755 -0.212
C 0.246 -0.750 -1.002
C 1.326 0.279 -1.219
O 1.131 1.476 -1.146
H -1.619 0.877 2.398
H -1.456 -0.830 2.844
H -0.360 0.374 3.546
H 0.691 0.781 1.349
H 0.739 -0.952 1.665
H -1.397 -1.185 0.307
H -0.849 1.442 -0.486
H -0.355 -0.799 -1.920
H 0.691 -1.741 -0.856
H 2.343 -0.096 -1.449
H 0.868 0.027 -4.146
H 1.006 0.721 -3.928
*
```

LUMO level   0.767 eV
Energy relative to the best compared isomer or geometry (same formula, charge and spin)   1.741 eV
HOMO energy   -10.062 eV
HOMO-LUMO gap   10.83 eV

=====

Formula: C5H12O2
Source: the Open Molecules 2025 dataset
Level of theory: the ωB97M-V functional and the def2-TZVPD basis

Structure (ORCA input):
```
! RIJCOSX wB97M-V def2-TZVPD def2/J DEFGRID3
* xyz 0 1
C 0.266 -1.139 0.939
C -0.919 -0.572 0.702
C -2.105 -1.333 0.173
C -1.151 0.907 0.959
O 0.010 1.646 1.228
H 0.438 -2.199 0.767
H 1.079 -0.550 1.356
H -2.496 -0.864 -0.739
H -2.924 -1.341 0.903
H -1.845 -2.370 -0.058
H -1.706 1.326 0.102
H -1.808 1.012 1.833
H 0.504 1.695 0.388
C 2.444 0.720 -1.525
O 1.061 0.922 -1.294
H 2.620 -0.102 -2.232
H 2.837 1.640 -1.962
H 2.994 0.510 -0.597
H 0.701 0.091 -0.942
*
```

LUMO level   0.875 eV
Energy relative to the best compared isomer or geometry (same formula, charge and spin)   1.589 eV
HOMO energy   -9.657 eV
HOMO-LUMO gap   10.53 eV

=====

Formula: C5H12O2
Source: the Open Molecules 2025 dataset
Level of theory: the ωB97M-V functional and the def2-TZVPD basis

Structure (ORCA input):
```
! RIJCOSX wB97M-V def2-TZVPD def2/J DEFGRID3
* xyz 0 1
C 2.359 0.197 1.392
C 0.931 0.632 1.086
C 0.361 -0.113 -0.133
O 0.387 -1.421 -0.093
C -0.852 0.467 -0.700
C -1.485 -0.120 -1.914
O -1.993 -0.706 0.666
H 2.401 -0.894 1.456
H 3.049 0.517 0.601
H 2.713 0.622 2.337
H 0.276 0.392 1.934
H 0.879 1.718 0.925
H 0.863 0.442 -1.074
H -1.170 -1.294 0.553
H -1.101 1.500 -0.445
H -1.217 -1.177 -1.982
H -2.569 0.016 -1.864
H -1.140 0.402 -2.814
H -2.707 -1.190 0.228
*
```

LUMO level   0.017 eV
Energy relative to the best compared isomer or geometry (same formula, charge and spin)   3.533 eV
HOMO energy   -8.632 eV
HOMO-LUMO gap   8.65 eV

=====

Formula: C5H12O2
Source: the Open Molecules 2025 dataset
Level of theory: the ωB97M-V functional and the def2-TZVPD basis

Structure (ORCA input):
```
! RIJCOSX wB97M-V def2-TZVPD def2/J DEFGRID3
* xyz 0 1
C 2.345 -2.424 -0.631
C 1.061 -1.629 -0.669
C 0.840 -0.872 0.625
C -0.029 0.123 0.794
C -0.333 0.747 2.124
O -0.414 2.168 1.938
H 2.661 -2.897 0.291
H 3.158 -1.793 -1.007
H 2.367 -3.203 -1.407
H 0.173 -2.262 -0.791
H 0.970 -0.939 -1.508
H 1.489 -1.091 1.465
H -0.609 0.449 -0.064
H 0.530 0.518 2.755
H -1.275 0.333 2.491
H -0.631 2.562 2.814
O -2.834 1.514 -3.511
H -3.688 1.427 -3.064
H -2.327 1.568 -2.704
*
```

LUMO level   0.726 eV
Energy relative to the best compared isomer or geometry (same formula, charge and spin)   1.839 eV
HOMO energy   -9.340 eV
HOMO-LUMO gap   10.07 eV

=====

Formula: C5H12O2
Source: the Open Molecules 2025 dataset
Level of theory: the ωB97M-V functional and the def2-TZVPD basis

Structure (ORCA input):
```
! RIJCOSX wB97M-V def2-TZVPD def2/J DEFGRID3
* xyz 0 1
C 0.391 1.348 2.379
C -0.392 0.444 1.433
C 0.112 0.493 -0.010
O 1.484 0.134 -0.083
C -0.753 -0.385 -0.923
C -0.067 -0.775 -2.236
O 0.665 -1.987 -2.087
H 0.065 1.214 3.416
H 1.459 1.120 2.319
H 0.256 2.404 2.118
H -1.458 0.709 1.452
H -0.323 -0.599 1.773
H 0.071 1.534 -0.366
H 1.536 -0.821 -0.232
H -1.713 0.113 -1.101
H -0.983 -1.320 -0.391
H 0.674 -0.025 -2.525
H -0.796 -0.864 -3.053
H 0.016 -2.701 -2.018
*
```

LUMO level   0.876 eV
Energy relative to the best compared isomer or geometry (same formula, charge and spin)   0.799 eV
HOMO energy   -10.024 eV
HOMO-LUMO gap   10.90 eV

=====

Formula: C5H12O2
Source: the Open Molecules 2025 dataset
Level of theory: the ωB97M-V functional and the def2-TZVPD basis

Structure (ORCA input):
```
! RIJCOSX wB97M-V def2-TZVPD def2/J DEFGRID3
* xyz 0 1
C -0.604 -1.251 -4.877
C -1.002 -1.869 -3.781
C -1.657 -1.225 -2.607
C -1.019 -0.504 -1.716
C -1.707 0.128 -0.534
H 0.026 -1.698 -5.641
H -0.849 -0.232 -5.127
H -0.659 -2.869 -3.519
H -2.713 -1.487 -2.534
H 0.040 -0.293 -1.837
H -1.246 0.054 0.451
H -2.679 -0.361 -0.492
H -1.836 1.198 -0.714
O 0.056 0.214 7.154
H 0.626 0.310 6.377
H -0.592 0.887 6.897
O 4.549 3.221 2.989
H 4.322 2.762 2.176
H 5.045 2.532 3.450
*
```

LUMO level   0.583 eV
Energy relative to the best compared isomer or geometry (same formula, charge and spin)   2.311 eV
HOMO energy   -9.606 eV
HOMO-LUMO gap   10.19 eV

=====

Formula: C5H12O3
Source: the Open Molecules 2025 dataset
Level of theory: the ωB97M-V functional and the def2-TZVPD basis

Structure (ORCA input):
```
! RIJCOSX wB97M-V def2-TZVPD def2/J DEFGRID3
* xyz 0 1
C 1.436 0.649 1.421
C 0.174 -0.105 -0.861
C 0.345 -1.599 -0.699
O 2.446 -0.175 1.389
O 1.672 1.926 1.292
H 3.287 0.195 1.048
H 2.560 2.162 0.951
H 0.042 0.301 1.611
H -0.227 0.144 -1.846
H 1.136 0.414 -0.858
H -0.111 -2.176 -1.505
H 1.378 -1.953 -0.671
H -0.042 -2.109 0.187
C -2.449 0.081 -0.604
C -1.177 0.541 0.092
O -1.128 0.161 1.377
H -1.024 1.628 -0.048
H -3.300 0.489 -0.059
H -2.490 0.429 -1.635
H -2.529 -1.004 -0.580
*
```

LUMO level   -0.338 eV
Energy relative to the best compared isomer or geometry (same formula, charge and spin)   4.259 eV
HOMO energy   -8.129 eV
HOMO-LUMO gap   7.79 eV

=====

Formula: C5H12O3
Source: the Open Molecules 2025 dataset
Level of theory: the ωB97M-V functional and the def2-TZVPD basis

Structure (ORCA input):
```
! RIJCOSX wB97M-V def2-TZVPD def2/J DEFGRID3
* xyz 0 1
C -0.224 -0.679 -0.201
C -1.757 -0.420 -1.786
C 0.098 0.608 -0.626
C 1.781 0.738 0.649
C 1.330 1.200 2.011
O 0.466 -1.793 -0.513
O -0.964 -0.832 0.909
O -2.632 -1.441 -1.341
H -0.745 -1.680 1.323
H 0.741 -1.781 -1.441
H -3.019 -1.140 -0.507
H -1.290 -0.756 -2.711
H -2.275 0.535 -1.913
H 0.612 0.739 -1.567
H -0.475 1.424 -0.213
H 2.355 -0.189 0.674
H 2.361 1.487 0.106
H 0.705 2.096 1.943
H 0.763 0.420 2.531
H 2.168 1.463 2.672
*
```

LUMO level   0.604 eV
Energy relative to the best compared isomer or geometry (same formula, charge and spin)   5.637 eV
HOMO energy   -6.279 eV
HOMO-LUMO gap   6.88 eV

=====

Formula: C5H12O3
Source: the Open Molecules 2025 dataset
Level of theory: the ωB97M-V functional and the def2-TZVPD basis

Structure (ORCA input):
```
! RIJCOSX wB97M-V def2-TZVPD def2/J DEFGRID3
* xyz 0 1
C -3.444 -1.002 0.721
C -2.123 -0.736 0.652
C -1.506 0.122 -0.268
C -0.055 0.219 -0.336
O 0.362 -0.358 -1.533
C 0.418 1.681 -0.254
H -3.841 -1.711 1.438
H -4.147 -0.568 0.018
H -1.487 -1.252 1.368
H -2.101 0.526 -1.086
H 1.388 -0.396 -1.474
H 0.069 2.163 0.663
H 1.506 1.680 -0.269
H 0.029 2.264 -1.093
H 0.378 -0.324 0.510
H 3.061 -0.784 1.860
O 2.329 -0.426 1.334
H 3.631 -0.551 -1.465
H 2.698 -0.354 0.313
O 2.831 -0.194 -1.103
*
```

LUMO level   -3.526 eV
Energy relative to the best compared isomer or geometry (same formula, charge and spin)   5.330 eV
HOMO energy   -8.248 eV
HOMO-LUMO gap   4.72 eV

=====

Formula: C5H12O3Ru
Source: the Open Molecules 2025 dataset
Level of theory: the ωB97M-V functional and the def2-TZVPD basis

Structure (ORCA input):
```
! RIJCOSX wB97M-V def2-TZVPD def2/J DEFGRID3
* xyz 1 6
O -1.466 2.022 -0.052
C -2.353 1.114 0.490
C -1.797 -0.294 0.671
O -1.554 -0.865 -0.596
C -0.353 -1.206 -1.218
C 0.925 -1.226 -0.410
O 1.339 0.094 -0.062
C 2.559 0.137 0.667
H -3.244 1.032 -0.168
H -2.719 1.437 1.486
H -2.549 -0.933 1.155
H -0.914 -0.279 1.332
H -0.258 -0.545 -2.094
H -0.492 -2.217 -1.624
H 1.724 -1.682 -1.014
H 0.798 -1.808 0.515
H 2.751 1.187 0.916
H 2.469 -0.460 1.584
H 3.374 -0.254 0.041
H 1.441 2.956 -1.090
Ru 0.319 1.789 -0.528
*
```

LUMO level (alpha / beta)   -3.119 / -6.877 eV
Energy relative to the best compared isomer or geometry (same formula, charge and spin)   0.576 eV
<S²>   8.76
HOMO energy (alpha / beta)   -13.304 / -13.940 eV
HOMO-LUMO gap (alpha / beta)   10.19 / 7.06 eV

=====

Formula: C5H12O6S3
Source: the Open Molecules 2025 dataset
Level of theory: the ωB97M-V functional and the def2-TZVPD basis

Structure (ORCA input):
```
! RIJCOSX wB97M-V def2-TZVPD def2/J DEFGRID3
* xyz 0 1
C -0.191 -1.805 2.429
C -0.072 2.844 -1.975
C 2.649 -0.744 -0.718
C -2.180 -0.949 0.067
C 0.156 0.520 -0.284
O 0.807 0.526 -2.830
O -1.592 0.700 -2.144
O 2.288 1.776 -0.260
O 1.888 0.271 1.617
O -0.137 -1.917 -1.278
O 0.121 -1.947 1.055
S -0.196 1.021 -1.930
S 1.804 0.506 0.194
S -0.407 -1.120 -0.166
H -1.005 -2.641 2.738
H -0.682 -0.813 2.473
H 0.739 -1.871 2.892
H -0.083 3.138 -3.091
H -0.667 3.267 -1.257
H 0.933 3.070 -1.694
H 2.306 -1.698 -0.316
H 2.410 -0.555 -1.637
H 3.662 -0.386 -0.563
H -2.370 -0.112 -0.649
H -2.608 -1.902 -0.361
H -2.210 -0.801 1.134
*
```

LUMO level   0.288 eV
Energy relative to the best compared isomer or geometry (same formula, charge and spin)   0.086 eV
HOMO energy   -9.759 eV
HOMO-LUMO gap   10.05 eV